# C6H15ClLiNO2

A structure of composition C6H15ClLiNO2 (ωB97M-V/def2-TZVPD, the Open Molecules 2025 dataset).

Each line ends with the Mulliken charge.
CARTESIAN COORDINATES (ANGSTROEM)
Li1 4.261 -17.143 16.436  0.80
Cl1 5.545 -18.170 14.799  -0.80
C1 3.269 -20.091 17.069  -0.65
O1 2.933 -18.645 17.049  -0.34
C2 1.548 -18.430 16.680  -0.67
C3 1.193 -18.863 15.236  -0.72
N1 2.162 -18.278 14.261  -0.10
C4 1.623 -18.529 12.909  -0.77
C5 2.633 -18.003 11.867  -0.61
O2 2.803 -16.643 12.140  -0.28
C6 3.948 -16.037 11.692  -0.73
H1 2.591 -20.639 17.723  0.33
H2 4.184 -20.179 17.656  0.25
H3 3.302 -20.464 16.046  0.25
H4 1.277 -17.376 16.742  0.32
H5 0.894 -18.874 17.430  0.39
H6 0.154 -18.591 15.050  0.47
H7 1.201 -19.950 15.153  0.37
H8 3.064 -18.720 14.359  0.09
H9 0.635 -18.103 12.738  0.40
H10 1.428 -19.590 12.749  0.40
H11 2.338 -18.232 10.843  0.44
H12 3.588 -18.522 11.952  0.34
H13 4.047 -16.038 10.607  0.28
H14 4.756 -16.568 12.195  0.31
H15 4.106 -15.008 12.016  0.24

Summary:
LUMO energy (eV): -0.255
E (Ha): -910.5793
2S+1: 1
Total charge: 0